(1)
{
  "formula": "C24H48BNO8",
  "method": "wB97M-V/def2-TZVPD",
  "symbols": ["C", "C", "C", "C", "C", "C", "C", "C", "C", "C", "C", "C", "C", "O", "C", "O", "O", "C", "C", "B", "N", "O", "H", "H", "H", "H", "H", "H", "H", "H", "H", "H", "H", "H", "H", "H", "H", "H", "H", "H", "H", "H", "H", "H", "H", "H", "H", "H", "H", "H", "H", "H", "H", "H", "C", "C", "O", "C", "C", "O", "H", "H", "H", "H", "H", "H", "H", "H", "C", "C", "O", "C", "C", "O", "H", "H", "H", "H", "H", "H", "H", "H"],
  "xyz": [[1.1241, 3.1143, 0.5847], [1.2367, 3.5542, -0.8905], [0.2240, 2.8660, -1.8062], [-1.2167, 3.3868, -1.6122], [-2.2574, 2.3110, -1.2094], [-3.2743, 2.7580, -0.1350], [-4.7069, 2.2819, -0.4199], [-5.1911, 0.9139, 0.0453], [-4.5035, -0.3171, -0.5794], [-4.0618, -1.3833, 0.4334], [-3.1947, -0.9597, 1.6370], [-1.7247, -1.4105, 1.5929], [-1.3418, -2.1143, 2.8843], [-0.2476, -3.0545, 2.7576], [0.1656, -3.3234, 4.0199], [0.9970, -4.1317, 4.3057], [-0.4912, -2.5275, 4.9017], [-0.8713, -1.3427, 4.1033], [0.4516, -0.5484, 3.9003], [-1.8640, -0.3601, 4.8470], [-2.2567, 0.8920, 4.1764], [-2.3115, -0.7312, 6.0774], [2.0850, 2.7630, 0.9599], [0.7768, 3.9257, 1.2243], [0.4218, 2.2833, 0.6822], [2.2341, 3.2982, -1.2593], [1.1304, 4.6385, -0.9555], [0.2964, 1.7845, -1.6838], [0.5255, 3.0779, -2.8299], [-1.5538, 3.7679, -2.5767], [-1.2415, 4.2088, -0.8941], [-1.7807, 1.3664, -0.9335], [-2.8379, 2.0822, -2.1068], [-3.3077, 3.8504, -0.1908], [-2.9301, 2.5149, 0.8733], [-4.8640, 2.3800, -1.4967], [-5.3825, 3.0089, 0.0459], [-6.2476, 0.8799, -0.2335], [-5.1689, 0.8091, 1.1334], [-3.6808, -0.0434, -1.2424], [-5.2307, -0.8362, -1.2087], [-3.5421, -2.1856, -0.0939], [-4.9896, -1.7857, 0.8493], [-3.6452, -1.4116, 2.5258], [-3.2370, 0.1166, 1.7991], [-1.5559, -2.1460, 0.8015], [-1.0480, -0.5758, 1.3959], [-2.2003, -2.7076, 3.2133], [0.8893, -0.7609, 2.9261], [1.1367, -0.8292, 4.6979], [0.2910, 0.5261, 3.9929], [-3.2259, 1.1288, 4.3561], [-1.6856, 1.6678, 4.4948], [-2.8387, -0.0427, 6.4940], [4.9239, 3.9801, -5.7513], [4.3434, 3.9228, -4.3538], [3.0812, 3.2525, -4.3232], [2.9638, 1.9126, -4.2098], [4.1842, 1.0395, -4.3874], [1.8735, 1.4504, -4.0275], [5.1363, 2.9841, -6.1399], [5.8511, 4.5536, -5.7536], [4.2173, 4.4548, -6.4315], [5.0344, 3.4746, -3.6384], [4.1310, 4.9294, -3.9973], [4.2469, 0.7412, -5.4330], [4.0515, 0.1488, -3.7789], [5.1196, 1.5097, -4.0941], [3.1910, -4.0592, 1.2237], [1.8973, -4.6517, 0.7076], [1.9097, -4.8078, -0.7185], [2.4181, -5.8922, -1.3306], [3.2420, -6.8770, -0.5312], [2.2534, -6.0206, -2.5120], [4.0424, -4.7121, 1.0278], [3.1227, -3.8950, 2.2995], [3.3885, -3.1062, 0.7315], [1.6519, -5.5936, 1.1985], [1.0781, -3.9688, 0.9127], [4.2907, -6.5929, -0.6065], [3.1139, -7.8605, -0.9753], [2.9660, -6.9442, 0.5180]],
  "mulliken_charge": [-0.74, -0.60, -0.30, -1.04, -0.13, -0.36, -1.09, -0.73, -0.68, -1.30, 0.50, -0.72, -0.55, -0.20, 0.44, -0.57, -0.54, 1.51, -1.89, 0.64, -0.58, -0.67, 0.41, 0.26, -0.08, 0.11, 0.41, 0.37, 0.17, 0.26, 0.46, -0.03, 0.50, 0.54, 0.04, 0.42, 0.39, 0.41, 0.37, 0.35, 0.42, 0.38, 0.31, 0.51, -0.23, 0.53, -0.08, 0.54, 0.32, 0.40, 0.45, 0.16, 0.18, 0.31, -1.06, -0.43, -0.33, 0.85, -1.17, -0.52, 0.27, 0.37, 0.30, 0.36, 0.37, 0.29, 0.32, 0.37, -1.01, 0.13, -0.34, 0.70, -0.88, -0.58, 0.34, 0.31, 0.32, 0.32, -0.14, 0.25, 0.30, 0.30],
  "orbital_gap_ev": 9.88,
  "smiles": "CCCCCCCCCCCC[C@H]1OC(=O)O[C@]1(C)B(N)O.CCOC(C)=O.CCOC(C)=O",
  "e_lumo_ev": 0.02,
  "e_homo_ev": -9.855,
  "spin_multiplicity": 1
}

***

(2)
{
  "formula": "C3H11NO2",
  "method": "wB97M-V/def2-TZVPD",
  "symbols": ["C", "C", "C", "N", "H", "H", "H", "H", "H", "H", "H", "O", "H", "H", "O", "H", "H"],
  "xyz": [[0.8410, 0.6627, 0.5420], [0.1075, -0.4387, 0.7839], [-0.8558, -0.4234, 1.9403], [0.2858, -1.6098, 0.0987], [1.8064, 0.6137, 0.0722], [0.6920, 1.6352, 0.9916], [-0.4319, -1.0862, 2.7050], [-1.9133, -0.5464, 1.7475], [-0.6993, 0.5102, 2.4887], [-0.4643, -2.2723, 0.1717], [0.8004, -1.5207, -0.7580], [1.8669, 1.0873, -2.3010], [1.1158, 1.6938, -2.3666], [1.9497, 1.0948, -1.3291], [-2.0648, 0.3255, -0.5760], [-1.4099, 1.0211, -0.7482], [-2.5842, 0.9206, -0.0061]],
  "nbo_charge": [-0.62, 0.27, -0.67, -0.80, 0.16, 0.20, 0.23, 0.23, 0.22, 0.39, 0.40, -0.94, 0.46, 0.46, -0.92, 0.47, 0.46],
  "orbital_gap_ev": 8.80,
  "de_lowest_kj_mol": 116.7,
  "smiles": "C=C(C)N.O.O",
  "e_lumo_ev": 0.63,
  "e_homo_ev": -8.176,
  "spin_multiplicity": 1
}

***

(3)
{
  "formula": "C35H40N8S5Ti",
  "method": "wB97M-V/def2-TZVPD",
  "symbols": ["Ti", "C", "N", "C", "C", "N", "C", "C", "C", "C", "C", "C", "C", "S", "C", "C", "C", "C", "C", "C", "S", "H", "H", "H", "H", "H", "H", "H", "H", "H", "H", "H", "H", "H", "H", "H", "H", "H", "H", "N", "C", "C", "C", "C", "C", "C", "N", "C", "C", "C", "C", "N", "C", "C", "H", "H", "H", "H", "H", "H", "H", "H", "H", "C", "N", "C", "C", "N", "C", "S", "H", "H", "H", "H", "H", "H", "H", "H", "S", "C", "N", "C", "C", "S", "H", "H", "H", "H", "H"],
  "xyz": [[0.9663, 1.1309, -1.1797], [1.3768, -2.3234, -0.6990], [1.5146, -1.3400, -1.7863], [2.9492, -1.1494, -2.1287], [3.6748, -0.3715, -1.0538], [3.2462, 1.0371, -1.0206], [3.8168, 1.6597, 0.2034], [3.7102, 1.8489, -2.1533], [4.8566, 1.5428, -2.8733], [5.2984, 2.3900, -3.8788], [4.6032, 3.5573, -4.1519], [3.4590, 3.8646, -3.4349], [2.9929, 3.0141, -2.4373], [1.4633, 3.3731, -1.6273], [0.8229, -1.7843, -2.9898], [0.7375, -3.1266, -3.3402], [0.1226, -3.5138, -4.5214], [-0.4131, -2.5535, -5.3652], [-0.3093, -1.2122, -5.0328], [0.3185, -0.8117, -3.8536], [0.5235, 0.9074, -3.5292], [1.8447, -3.2803, -0.9440], [0.3188, -2.4761, -0.4857], [1.8701, -1.9588, 0.1994], [2.9983, -0.6126, -3.0770], [3.4297, -2.1249, -2.2694], [4.7570, -0.4611, -1.1693], [3.4482, -0.7833, -0.0710], [4.9079, 1.6424, 0.1457], [3.4945, 1.1102, 1.0852], [3.4805, 2.6910, 0.2743], [5.4216, 0.6447, -2.6680], [6.1871, 2.1359, -4.4401], [4.9443, 4.2240, -4.9324], [2.8972, 4.7623, -3.6564], [1.1435, -3.8940, -2.6973], [0.0656, -4.5638, -4.7763], [-0.8946, -2.8437, -6.2899], [-0.6940, -0.4501, -5.6991], [0.1392, 0.1240, 6.0844], [-0.0426, 0.6122, 7.3599], [-0.2343, -0.0128, 8.5897], [-0.3869, 0.8153, 9.6810], [-0.3504, 2.2171, 9.5589], [-0.1589, 2.8280, 8.3403], [-0.0001, 2.0068, 7.2214], [0.2093, 2.3460, 5.9000], [0.2872, 1.2120, 5.2619], [0.4981, 1.1174, 3.8182], [0.3643, -0.0690, 3.1036], [0.5640, -0.0624, 1.7389], [0.8974, 1.0356, 1.0509], [1.0100, 2.1868, 1.7421], [0.8244, 2.2670, 3.1021], [0.2094, -0.8432, 5.8252], [-0.2640, -1.0897, 8.6896], [-0.5392, 0.3776, 10.6584], [-0.4755, 2.8221, 10.4465], [-0.1288, 3.9042, 8.2389], [0.0729, -0.9951, 3.5798], [0.4069, -0.9658, 1.1654], [1.2548, 3.0664, 1.1604], [0.9179, 3.2109, 3.6194], [-4.4192, 1.3472, 0.3129], [-3.9506, 1.2052, -1.0460], [-4.7260, 0.4359, -2.0146], [-3.8333, 0.4612, -3.2623], [-2.5549, 0.8593, -2.6930], [-2.6790, 1.3249, -1.4538], [-1.4367, 2.0152, -0.5284], [-4.5685, 0.3624, 0.7646], [-5.3600, 1.8969, 0.3227], [-3.6795, 1.8935, 0.8906], [-5.6987, 0.8961, -2.1831], [-4.8792, -0.5808, -1.6345], [-4.1774, 1.1953, -3.9936], [-3.7585, -0.5119, -3.7437], [-1.6884, 0.9853, -3.2039], [-2.2777, -1.5515, 0.2204], [-3.0571, -2.6956, -0.6836], [-4.0641, -3.4762, -0.2721], [-4.4442, -4.5886, -1.1331], [-4.0894, -4.1419, -2.5472], [-2.6527, -3.0410, -2.3472], [-4.3103, -3.4552, 0.7058], [-5.5091, -4.7930, -1.0361], [-3.8877, -5.4880, -0.8565], [-4.9036, -3.5872, -3.0115], [-3.8209, -4.9802, -3.1845]],
  "mulliken_spin": [1.05, 0.06, -0.05, -0.01, 0.01, 0.00, 0.02, 0.01, 0.00, 0.00, 0.00, 0.00, 0.00, -0.03, 0.03, 0.01, 0.00, 0.00, 0.00, -0.02, -0.04, 0.00, -0.02, 0.00, 0.00, 0.00, 0.00, -0.01, 0.00, 0.00, 0.00, 0.00, 0.00, 0.00, 0.00, 0.00, 0.00, 0.00, 0.00, 0.00, 0.00, 0.00, 0.00, 0.00, 0.00, 0.00, 0.00, 0.00, 0.00, 0.01, 0.03, -0.02, 0.02, 0.00, 0.00, 0.00, 0.00, 0.00, 0.00, 0.00, -0.02, -0.01, 0.00, 0.00, 0.00, 0.00, 0.00, 0.00, 0.00, -0.01, 0.00, 0.00, 0.00, 0.00, 0.00, 0.00, 0.00, 0.00, 0.01, 0.00, 0.00, 0.00, 0.00, 0.00, 0.00, 0.00, 0.00, 0.00, 0.00],
  "orbital_gap_ev": [7.22, 7.24],
  "de_lowest_kj_mol": 0.0,
  "e_lumo_ev": [-2.81, -2.78],
  "e_homo_ev": [-10.032, -10.024],
  "s2": 0.7562,
  "spin_multiplicity": 2,
  "total_charge": 1
}

***

(4)
{
  "formula": "C6H19HgO6",
  "method": "wB97M-V/def2-TZVPD",
  "symbols": ["Hg", "C", "C", "O", "O", "H", "H", "H", "C", "O", "H", "H", "H", "H", "C", "O", "H", "H", "H", "H", "C", "O", "H", "H", "H", "H", "C", "O", "H", "H", "H", "H"],
  "xyz": [[1.9317, -2.7414, -1.2280], [0.9379, 0.8567, 0.5989], [1.6549, -0.3956, 0.1381], [1.6085, -1.4582, 0.7829], [2.0699, -0.4637, -1.0757], [0.6804, 1.6018, -0.1540], [1.5625, 1.4880, 1.2378], [0.0535, 0.6493, 1.1971], [1.4763, 1.5078, -3.9153], [1.2648, 1.8737, -2.5596], [0.7788, 1.9668, -4.6144], [2.4665, 1.8797, -4.1929], [1.4480, 0.4350, -4.1237], [1.6595, 1.1893, -2.0074], [-4.1580, 1.6945, 0.7402], [-2.8360, 2.0045, 1.0725], [-4.4004, 1.8087, -0.3164], [-4.3032, 0.6078, 0.8221], [-4.8937, 2.1958, 1.3695], [-2.6264, 1.7166, 1.9624], [-1.1695, -2.3616, -1.1113], [-0.1955, -2.9827, -1.9766], [-1.3206, -1.3246, -1.4186], [-2.1448, -2.7973, -1.3266], [-0.8579, -2.4242, -0.0728], [-0.6143, -3.5478, -2.6339], [1.6832, -0.1861, 4.0285], [1.6663, -1.5567, 3.6379], [1.8733, -0.1498, 5.0989], [2.4744, 0.3777, 3.5307], [0.6726, 0.1762, 3.8260], [1.5573, -1.6401, 2.6837]],
  "nbo_charge": [1.53, -0.75, 0.80, -0.73, -0.75, 0.29, 0.28, 0.26, -0.25, -0.74, 0.19, 0.17, 0.14, 0.48, -0.25, -0.73, 0.19, 0.15, 0.18, 0.47, -0.28, -0.82, 0.21, 0.22, 0.21, 0.53, -0.25, -0.74, 0.20, 0.16, 0.16, 0.47],
  "orbital_gap_ev": 4.71,
  "de_lowest_kj_mol": 0.0,
  "e_lumo_ev": -7.78,
  "e_homo_ev": -12.492,
  "spin_multiplicity": 1,
  "total_charge": 1
}